{"formula": "C5H9NSe", "method": "ωB97M-V/def2-TZVPD", "species": ["C", "C", "C", "C", "C", "N", "Se", "H", "H", "H", "H", "H", "H", "H", "H", "H"], "xyz": [[0.80, 0.56, 0.17], [1.19, -2.10, -0.01], [-1.22, 2.67, 0.49], [-0.24, -1.69, -0.38], [-0.01, -0.11, -0.77], [1.18, 1.22, 1.06], [-1.67, 0.99, -0.44], [1.84, -1.98, -0.88], [1.62, -1.36, 0.72], [1.17, -3.13, 0.26], [-1.91, 3.53, 0.19], [-1.32, 2.42, 1.53], [-0.12, 2.96, 0.36], [-0.72, -2.36, -1.07], [-0.89, -1.63, 0.58], [0.29, 0.01, -1.81]], "lumo_ev": 0.779, "orbital_gap_ev": 9.369, "homo_ev": -8.59, "de_lowest_ev": 1.250, "fmax_ev_per_a": 4.1}

---

{"formula": "C4H8S", "method": "ωB97M-V/def2-TZVPD", "species": ["C", "C", "C", "S", "C", "H", "H", "H", "H", "H", "H", "H", "H"], "xyz": [[1.15, 1.63, 0.60], [0.29, 0.55, 0.21], [-1.21, 0.87, 0.20], [1.10, -0.61, -0.64], [0.22, -2.12, -0.61], [0.91, 2.70, 1.06], [2.07, 1.11, 0.67], [-1.32, 0.93, -0.90], [-1.20, 2.04, 0.17], [-1.97, 0.27, 0.94], [0.67, -3.07, -0.97], [-0.10, -2.56, 0.43], [-0.62, -1.75, -1.18]], "lumo_ev": 0.841, "orbital_gap_ev": 8.759, "smiles": "C=C(C)SC", "homo_ev": -7.92, "de_lowest_ev": 2.978, "fmax_ev_per_a": 6.8}

---

{"formula": "C10H9O2S2", "method": "ωB97M-V/def2-TZVPD", "species": ["C", "C", "C", "C", "C", "C", "C", "C", "C", "C", "O", "O", "S", "S", "H", "H", "H", "H", "H", "H", "H", "H", "H"], "xyz": [[-0.34, -0.24, -3.76], [-1.30, -0.04, -2.77], [0.98, -0.54, -3.42], [-0.91, 0.00, -1.45], [1.37, -0.73, -2.13], [0.43, -0.35, -1.14], [0.82, -0.54, 0.31], [0.17, -0.94, 1.48], [2.39, -0.21, 1.92], [-1.85, 2.42, 3.86], [2.13, -0.16, 0.67], [-1.18, -1.27, 1.56], [1.12, -0.72, 2.93], [-1.09, 1.26, 4.67], [-0.63, -0.35, -4.87], [-2.31, 0.16, -3.07], [1.59, -0.89, -4.23], [-1.56, 0.56, -0.77], [2.30, -1.22, -1.88], [3.44, 0.04, 2.16], [-1.87, 2.35, 2.78], [-2.35, 3.05, 4.61], [-1.35, -1.63, 2.51]], "lumo_ev": -4.670, "orbital_gap_ev": 7.387, "charge": 1, "homo_ev": -12.06, "de_lowest_ev": 0.000, "fmax_ev_per_a": 3.1}